DFT (ωB97M-V/def2-TZVPD) results for 19 unconnected molecules or ions with the total composition C64H173N7O19 in a non-equilibrium geometry.

Output
LUMO energy (eV): 0.496
HOMO-LUMO gap (eV): 9.08
Energy (a.u.): -4354.788176
Charge: 0
Maximum force (eV/Å): 4.80

Last column: Mulliken charge in e.
Atoms and positions in Å:
1 C -4.32 0.40 5.79  -1.721
2 C -3.37 1.39 5.05  0.130
3 C -2.91 0.89 3.64  0.117
4 O -2.29 -0.36 3.93  -0.670
5 C -2.05 -1.20 2.85  1.046
6 N -3.85 2.77 4.99  -0.290
7 H -4.69 0.77 6.73  0.470
8 H -3.95 -0.63 6.06  0.236
9 H -5.08 0.10 5.09  0.453
10 H -2.40 1.47 5.66  0.123
11 H -2.17 1.67 3.32  -0.152
12 H -3.82 0.82 3.01  0.487
13 H -1.34 -1.91 3.26  -0.997
14 H -1.51 -0.67 2.08  0.131
15 H -2.86 -1.76 2.43  0.233
16 H -4.77 2.66 5.12  0.224
17 H -3.46 3.29 5.71  0.229
18 C -7.38 -1.54 -4.75  -1.660
19 C -6.81 -1.23 -3.36  0.882
20 C -7.94 -0.98 -2.32  -0.511
21 O -8.76 0.14 -2.64  -0.416
22 C -9.28 0.71 -1.45  -0.643
23 N -6.03 -2.30 -2.80  0.059
24 H -8.13 -0.84 -5.01  0.418
25 H -7.78 -2.54 -4.91  0.378
26 H -6.52 -1.40 -5.45  0.304
27 H -6.18 -0.32 -3.33  -0.230
28 H -7.46 -0.90 -1.34  0.069
29 H -8.57 -1.88 -2.29  0.429
30 H -9.84 -0.08 -0.90  0.353
31 H -9.82 1.55 -1.73  0.343
32 H -8.46 1.00 -0.72  0.109
33 H -6.17 -3.13 -3.35  0.256
34 H -5.07 -2.15 -2.92  -0.114
35 C -7.26 3.71 -4.57  -1.882
36 C -6.55 3.44 -3.28  0.503
37 C -7.39 4.02 -2.19  -1.085
38 O -7.05 3.63 -0.90  0.278
39 C -7.66 4.44 0.06  -1.078
40 N -6.22 2.01 -3.11  -0.255
41 H -8.32 3.60 -4.52  0.374
42 H -6.83 3.03 -5.39  0.350
43 H -7.06 4.70 -4.90  0.529
44 H -5.69 4.02 -3.26  0.434
45 H -8.37 3.62 -2.42  0.315
46 H -7.42 5.15 -2.27  0.372
47 H -8.72 4.56 -0.09  0.377
48 H -7.15 5.47 0.07  0.310
49 H -7.51 4.03 1.02  0.284
50 H -7.12 1.56 -3.10  0.034
51 H -5.84 1.81 -2.18  0.137
52 C -3.53 3.57 -0.93  -0.681
53 C -3.87 2.75 0.30  0.236
54 C -3.20 1.32 0.24  1.209
55 O -3.67 0.48 -0.82  -0.172
56 C -2.89 -0.67 -0.77  -0.323
57 N -3.49 3.43 1.53  0.013
58 H -2.47 3.80 -0.84  0.375
59 H -4.07 4.57 -0.86  0.352
60 H -3.73 3.13 -1.93  -0.484
61 H -4.95 2.66 0.10  -0.265
62 H -3.26 0.78 1.21  -0.597
63 H -2.15 1.51 -0.01  -0.438
64 H -1.83 -0.51 -0.68  0.021
65 H -3.03 -1.16 -1.73  0.283
66 H -3.25 -1.32 -0.01  -0.078
67 H -3.97 3.20 2.39  0.037
68 H -3.22 4.42 1.47  0.226
69 C -0.56 -1.92 -6.38  -0.721
70 C -1.75 -1.07 -6.80  1.115
71 C -1.42 -0.05 -7.83  -0.839
72 O -0.81 1.09 -7.23  -0.077
73 C -0.74 2.26 -8.02  -1.058
74 N -2.86 -1.95 -7.37  -0.766
75 H 0.22 -1.29 -5.93  0.056
76 H -0.10 -2.38 -7.25  0.417
77 H -0.90 -2.66 -5.65  -0.172
78 H -2.13 -0.59 -5.86  -0.137
79 H -2.32 0.29 -8.39  0.394
80 H -0.73 -0.66 -8.51  0.233
81 H 0.00 2.90 -7.59  0.218
82 H -1.74 2.68 -7.95  0.373
83 H -0.41 1.98 -8.99  0.376
84 H -3.70 -1.35 -7.44  0.286
85 H -3.09 -2.60 -6.72  0.287
86 C 2.80 -6.27 -0.27  -1.417
87 C 4.16 -5.94 -0.89  0.076
88 C 4.13 -4.65 -1.75  0.365
89 O 3.03 -4.75 -2.64  -0.436
90 C 2.70 -3.50 -3.23  -0.295
91 N 5.25 -5.78 0.03  -0.660
92 H 2.12 -6.53 -1.09  0.376
93 H 2.49 -5.41 0.31  0.007
94 H 2.92 -7.13 0.26  0.629
95 H 4.33 -6.80 -1.57  0.469
96 H 5.09 -4.43 -2.21  0.429
97 H 3.89 -3.86 -1.01  -0.621
98 H 3.46 -3.11 -3.95  0.279
99 H 2.47 -2.76 -2.44  0.001
100 H 1.82 -3.57 -3.88  0.288
101 H 5.53 -6.63 0.49  0.302
102 H 5.09 -5.08 0.74  0.047
103 C 6.27 0.57 5.11  -0.995
104 C 7.14 1.11 3.93  1.044
105 C 8.20 1.97 4.59  -1.034
106 O 7.46 2.93 5.39  -0.267
107 C 8.33 3.79 6.12  -0.931
108 N 7.75 0.10 3.06  -0.203
109 H 5.61 1.35 5.46  0.365
110 H 6.93 0.20 5.91  0.325
111 H 5.70 -0.20 4.58  -0.017
112 H 6.54 1.73 3.31  -0.259
113 H 8.85 2.54 3.90  0.445
114 H 8.91 1.30 5.16  0.461
115 H 9.11 4.19 5.47  0.330
116 H 8.92 3.34 6.82  0.407
117 H 7.69 4.58 6.54  0.237
118 H 7.19 -0.38 2.36  -0.282
119 H 8.46 -0.44 3.50  0.230
120 C -1.35 -4.73 -2.96  -0.744
121 C -2.69 -5.02 -2.22  0.714
122 C -2.62 -5.85 -0.95  -1.230
123 O -3.30 -3.76 -1.97  -0.063
124 H -0.99 -5.75 -3.23  0.427
125 H -0.58 -4.18 -2.34  0.044
126 H -1.58 -4.10 -3.77  -0.030
127 H -3.32 -5.60 -2.84  0.209
128 H -3.63 -6.07 -0.67  0.350
129 H -2.30 -5.23 -0.09  -0.106
130 H -1.93 -6.66 -0.88  0.474
131 H -3.96 -3.79 -1.27  0.174
132 C -0.60 -4.34 1.93  -1.673
133 C 0.45 -4.48 3.00  0.708
134 C 0.60 -3.28 3.99  -1.020
135 O 0.01 -5.58 3.74  -0.683
136 H -0.59 -3.41 1.34  0.204
137 H -1.61 -4.37 2.38  0.424
138 H -0.59 -5.23 1.35  0.761
139 H 1.40 -4.66 2.58  0.068
140 H 1.40 -3.59 4.63  0.733
141 H -0.35 -3.32 4.50  0.413
142 H 0.78 -2.30 3.47  -0.213
143 H 0.73 -5.87 4.30  0.420
144 C 5.88 -1.20 -2.37  -0.767
145 C 6.64 -1.71 -1.14  1.148
146 C 8.15 -1.58 -1.26  -1.607
147 O 6.16 -1.14 0.09  0.559
148 H 6.12 -1.93 -3.21  0.505
149 H 6.12 -0.17 -2.69  0.062
150 H 4.78 -1.22 -2.30  -0.097
151 H 6.45 -2.77 -1.04  0.185
152 H 8.41 -1.88 -2.27  0.464
153 H 8.61 -2.18 -0.44  0.329
154 H 8.42 -0.53 -1.14  0.112
155 H 6.07 -0.18 -0.03  -0.396
156 C -2.06 2.34 -4.23  -1.363
157 C -0.58 2.17 -4.03  0.629
158 C -0.10 2.35 -2.58  0.209
159 O -0.28 0.88 -4.37  0.075
160 H -2.20 2.31 -5.26  0.579
161 H -2.32 3.35 -3.88  0.467
162 H -2.70 1.62 -3.67  -0.183
163 H -0.01 2.88 -4.63  -0.079
164 H -0.69 3.18 -2.15  0.382
165 H 0.98 2.59 -2.57  -0.395
166 H -0.21 1.45 -1.98  -0.301
167 H -0.49 0.82 -5.30  -0.280
168 C 3.90 0.82 -5.80  -1.463
169 C 3.58 1.30 -4.38  1.543
170 C 3.16 2.72 -4.22  -1.272
171 O 2.63 0.47 -3.70  0.442
172 H 3.07 0.55 -6.39  0.281
173 H 4.65 0.03 -5.76  0.314
174 H 4.45 1.65 -6.30  0.383
175 H 4.55 1.22 -3.84  -0.374
176 H 3.28 3.01 -3.20  0.111
177 H 2.16 2.96 -4.64  0.136
178 H 3.93 3.36 -4.80  0.487
179 H 1.77 0.68 -4.08  -0.470
180 C 4.42 -3.45 4.02  -0.905
181 C 5.40 -2.89 2.94  1.604
182 C 6.74 -3.52 2.99  -1.549
183 O 4.85 -3.09 1.62  0.518
184 H 3.49 -2.94 4.07  -0.261
185 H 4.96 -3.31 4.96  0.431
186 H 4.46 -4.52 3.69  0.416
187 H 5.55 -1.79 3.08  -0.641
188 H 7.42 -3.20 2.13  0.128
189 H 6.73 -4.64 3.07  0.299
190 H 7.36 -3.17 3.83  0.429
191 H 5.28 -2.46 1.00  -0.310
192 C 0.95 2.08 5.35  -1.179
193 C 0.77 0.56 4.99  1.663
194 C 2.03 -0.26 5.10  -1.071
195 O -0.26 -0.01 5.83  -0.739
196 H 0.03 2.61 4.98  -0.252
197 H 1.91 2.50 5.02  0.358
198 H 0.93 2.15 6.43  0.553
199 H 0.52 0.48 3.97  -0.380
200 H 2.39 -0.31 6.10  0.597
201 H 2.74 0.17 4.38  0.056
202 H 1.77 -1.32 4.90  -0.057
203 H -1.02 -0.27 5.30  0.356
204 C -5.63 -3.84 1.78  -1.318
205 C -6.40 -4.38 0.58  0.758
206 C -7.72 -3.68 0.47  -1.480
207 O -5.63 -4.27 -0.64  -0.441
208 H -4.74 -4.40 1.91  0.296
209 H -6.22 -4.03 2.63  0.589
210 H -5.46 -2.74 1.72  0.117
211 H -6.55 -5.43 0.80  0.221
212 H -8.35 -4.08 -0.30  0.367
213 H -7.61 -2.56 0.28  0.253
214 H -8.35 -3.76 1.40  0.439
215 H -6.01 -3.58 -1.18  0.158
216 C 0.88 3.25 1.25  -0.924
217 C 2.09 3.51 0.32  1.637
218 C 2.72 4.84 0.67  -1.909
219 O 3.08 2.49 0.39  0.156
220 H 0.53 2.17 1.21  -0.197
221 H 0.00 3.72 0.87  0.506
222 H 1.10 3.53 2.27  0.205
223 H 1.63 3.51 -0.70  -0.566
224 H 3.17 4.78 1.64  0.392
225 H 1.95 5.59 0.65  0.424
226 H 3.52 5.05 -0.03  0.429
227 H 2.57 1.71 0.03  -0.612
228 C 7.02 3.83 1.18  -0.932
229 C 6.94 2.88 0.01  0.564
230 C 8.26 2.29 -0.48  -1.268
231 O 6.14 1.74 0.37  0.568
232 H 7.50 3.45 2.09  -0.061
233 H 5.91 4.11 1.44  0.107
234 H 7.53 4.76 0.89  0.467
235 H 6.48 3.39 -0.79  0.348
236 H 8.93 3.11 -0.82  0.420
237 H 8.08 1.58 -1.28  0.169
238 H 8.66 1.71 0.36  0.259
239 H 5.21 2.02 0.68  -0.515
240 C -1.46 5.45 4.34  -0.640
241 C -1.73 5.62 5.83  0.567
242 C -3.13 6.09 6.15  -1.682
243 O -1.71 4.38 6.62  -0.568
244 H -2.13 4.71 3.86  -0.195
245 H -0.44 5.10 4.18  0.248
246 H -1.55 6.43 3.80  0.495
247 H -0.97 6.31 6.23  0.381
248 H -3.30 6.14 7.16  0.405
249 H -3.85 5.43 5.60  0.293
250 H -3.33 6.99 5.67  0.518
251 H -0.84 3.92 6.41  0.271
252 C 2.66 -0.56 1.24  -1.546
253 C 2.39 -0.88 -0.22  4.075
254 C 1.18 -1.82 -0.38  -0.082
255 O 2.02 0.38 -0.83  0.174
256 H 2.11 0.35 1.45  -0.093
257 H 3.64 -0.11 1.38  0.083
258 H 2.61 -1.33 1.99  -0.063
259 H 3.30 -1.23 -0.75  -1.840
260 H 0.90 -1.95 -1.43  0.508
261 H 0.34 -1.34 0.19  -0.517
262 H 1.34 -2.85 0.12  -0.409
263 H 2.12 0.37 -1.78  -0.249


DFT (ωB97M-V/def2-TZVPD) results for a molecular structure, C64H44CrF3IO3P2S.

Output
LUMO energy (alpha / beta) (eV): -3.459 / -2.758
HOMO-LUMO gap (alpha / beta) (eV): 6.75 / 7.56
Energy (a.u.): -5413.432587
Charge: +1
Spin multiplicity: 4
Maximum force (eV/Å): 0.68
<S²>: 3.888

Last column: Mulliken charge in e.
Atoms and positions in Å:
1 Cr -0.23 -0.17 -0.18  0.276
2 O 1.45 1.36 -2.07  -0.902
3 S 0.73 1.95 -0.92  2.041
4 C 1.84 2.89 0.11  -0.053
5 C 1.63 4.24 0.28  0.185
6 C 2.53 5.08 0.95  -1.577
7 C 3.68 4.53 1.43  0.302
8 C 4.84 5.14 2.17  -0.760
9 C 5.78 3.95 2.49  -0.782
10 C 5.06 2.74 1.97  -0.062
11 C 5.33 1.41 2.09  -1.401
12 C 4.41 0.50 1.53  0.117
13 C 3.28 0.86 0.82  0.570
14 P 2.21 -0.51 0.24  0.499
15 C 3.16 -1.22 -1.15  1.299
16 C 2.55 -1.45 -2.38  -0.206
17 C 3.28 -1.98 -3.43  -0.860
18 C 4.62 -2.31 -3.26  -0.861
19 C 5.24 -2.06 -2.05  -0.859
20 C 4.51 -1.51 -1.00  -0.336
21 C 2.31 -1.60 1.68  1.305
22 C 1.51 -1.28 2.77  -0.857
23 C 1.52 -2.08 3.90  -0.668
24 C 2.34 -3.20 3.94  -0.866
25 C 3.14 -3.53 2.86  -0.876
26 C 3.12 -2.73 1.72  0.323
27 C 2.97 2.25 0.70  -1.605
28 C 3.88 3.14 1.32  0.785
29 C -0.30 3.26 -1.54  0.139
30 C 0.25 3.96 -2.59  -0.346
31 C -0.24 5.22 -2.98  -1.675
32 C -1.24 5.79 -2.23  0.560
33 C -1.93 7.12 -2.32  -0.876
34 C -2.97 7.12 -1.17  -0.905
35 C -2.84 5.77 -0.53  -0.201
36 C -3.51 5.16 0.49  -1.322
37 C -3.22 3.81 0.79  -0.281
38 C -2.22 3.10 0.16  0.169
39 P -2.27 1.28 0.04  1.414
40 C -3.17 1.20 -1.54  1.008
41 C -4.48 1.66 -1.64  -0.524
42 C -5.13 1.65 -2.86  -1.007
43 C -4.47 1.21 -3.99  -0.750
44 C -3.15 0.77 -3.91  -0.915
45 C -2.51 0.76 -2.68  -0.094
46 C -3.36 0.79 1.38  0.593
47 C -4.57 0.16 1.17  -0.715
48 C -5.34 -0.24 2.26  -0.829
49 C -4.90 0.01 3.55  -0.732
50 C -3.69 0.65 3.76  -0.853
51 C -2.91 1.04 2.68  -0.461
52 C -1.42 3.76 -0.82  -0.460
53 C -1.81 5.05 -1.18  1.343
54 H 0.74 4.70 -0.12  0.586
55 H 2.31 6.13 1.04  0.518
56 H 4.49 5.65 3.07  0.286
57 H 5.33 5.89 1.55  0.300
58 H 5.99 3.87 3.55  0.325
59 H 6.74 4.06 1.98  0.290
60 H 6.19 1.04 2.62  0.542
61 H 4.60 -0.55 1.72  0.330
62 H 1.51 -1.22 -2.53  0.143
63 H 2.80 -2.16 -4.38  0.489
64 H 5.18 -2.73 -4.08  0.426
65 H 6.28 -2.30 -1.91  0.498
66 H 5.03 -1.32 -0.07  0.266
67 H 0.85 -0.42 2.74  0.189
68 H 0.88 -1.84 4.74  0.463
69 H 2.34 -3.83 4.82  0.404
70 H 3.76 -4.41 2.88  0.504
71 H 3.72 -3.00 0.87  0.290
72 H 1.11 3.54 -3.09  0.693
73 H 0.21 5.73 -3.82  0.452
74 H -2.40 7.25 -3.30  0.345
75 H -1.21 7.94 -2.22  0.339
76 H -3.98 7.28 -1.55  0.328
77 H -2.77 7.92 -0.45  0.323
78 H -4.30 5.66 1.03  0.466
79 H -3.84 3.31 1.52  0.629
80 H -4.99 2.04 -0.76  0.579
81 H -6.15 2.00 -2.92  0.491
82 H -4.98 1.20 -4.95  0.439
83 H -2.63 0.44 -4.79  0.530
84 H -1.48 0.40 -2.63  0.094
85 H -4.91 -0.07 0.17  0.462
86 H -6.28 -0.74 2.09  0.481
87 H -5.50 -0.30 4.39  0.412
88 H -3.34 0.84 4.77  0.464
89 H -1.96 1.52 2.85  0.501
90 I -6.70 -6.14 0.70  0.119
91 C -5.18 -4.72 0.62  -0.223
92 C -4.42 -4.47 1.76  -0.613
93 C -3.42 -3.52 1.70  -0.774
94 C -3.17 -2.83 0.52  -0.064
95 C -3.92 -3.10 -0.62  -0.547
96 C -4.93 -4.04 -0.57  -0.548
97 C -2.09 -1.81 0.50  1.852
98 O -1.41 -1.52 1.49  -0.744
99 O -1.88 -1.19 -0.61  -0.720
100 H -4.62 -5.00 2.67  0.442
101 H -2.82 -3.29 2.57  0.545
102 H -3.72 -2.56 -1.53  0.422
103 H -5.53 -4.26 -1.45  0.449
104 F 3.69 -8.80 -0.27  -0.256
105 C 2.68 -8.55 -1.13  0.828
106 F 3.17 -8.74 -2.37  -0.260
107 F 1.75 -9.49 -0.92  -0.280
108 C 2.14 -7.16 -0.95  0.325
109 C 2.94 -6.08 -1.32  -1.185
110 C 2.48 -4.79 -1.16  0.614
111 C 1.21 -4.57 -0.62  -0.058
112 C 0.41 -5.65 -0.26  -0.903
113 C 0.88 -6.94 -0.42  -0.828
114 C 0.74 -3.24 -0.47  0.808
115 C 0.41 -2.07 -0.36  -0.346
116 H 3.92 -6.26 -1.74  0.448
117 H 3.09 -3.95 -1.46  0.107
118 H -0.57 -5.47 0.16  0.582
119 H 0.26 -7.78 -0.13  0.480


Which of these has the highest charge? C64H44CrF3IO3P2S